No. 1
{
  "formula": "C6H3Cl4NO2",
  "method": "the ωB97M-V functional and the def2-TZVPD basis",
  "smiles": "O=[N+]([O-])[C@@H]1C(Cl)=CC=C(Cl)C1(Cl)Cl",
  "orbital_gap_ev": 8.6,
  "fmax_ha_per_bohr": 0.074,
  "energy_ev": -61940.5558,
  "total_charge": 0,
  "homo_energy_ha": -0.341,
  "e_above_lowest_kcal_mol": 27.1,
  "species": ["C", "C", "N", "C", "C", "Cl", "O", "C", "Cl", "H", "H", "Cl", "H", "O", "C", "Cl"],
  "coordinates": [[1.079, -1.353, -0.639], [-0.954, 0.035, 0.700], [-0.428, 2.257, -0.964], [1.031, -0.035, -0.872], [0.559, -1.937, 0.546], [1.808, 0.784, -2.235], [-1.120, 2.080, -1.899], [-0.433, -1.321, 1.221], [-2.334, -0.418, -0.301], [1.729, -1.853, -1.397], [0.890, -2.851, 0.840], [-1.188, -1.958, 2.589], [0.830, 1.232, 0.800], [-0.095, 3.286, -0.459], [0.141, 0.926, -0.073], [-1.514, 1.127, 2.144]]
}

---

No. 2
{
  "formula": "C6H3FO2",
  "method": "the ωB97M-V functional and the def2-TZVPD basis",
  "orbital_gap_ev": 6.6,
  "fmax_ha_per_bohr": 0.110,
  "energy_ev": -13077.0700,
  "total_charge": 0,
  "homo_energy_ha": -0.341,
  "e_above_lowest_kcal_mol": 0.0,
  "species": ["C", "C", "C", "F", "O", "H", "H", "H", "C", "C", "O", "C"],
  "coordinates": [[-0.553, 1.134, 0.477], [0.134, 0.045, -1.534], [-1.161, -0.726, 2.075], [-0.870, 2.416, 0.569], [-1.578, -0.935, -2.874], [0.729, -0.360, -2.309], [1.374, 1.106, -0.243], [-1.151, -1.687, 2.550], [-0.941, 0.231, 1.394], [0.485, 0.809, -0.510], [-2.244, 0.413, -1.202], [-1.427, -0.180, -1.953]]
}

---

No. 3
{
  "formula": "C6H3LuO5",
  "method": "the ωB97M-V functional and the def2-TZVPD basis",
  "orbital_gap_ev": [5.3, 5.3],
  "fmax_ha_per_bohr": 0.158,
  "energy_ev": -50086.3601,
  "total_charge": 3,
  "homo_energy_ha": [-0.742, -0.743],
  "spin_multiplicity": 2,
  "s2": 0.752,
  "species": ["C", "H", "C", "O", "O", "C", "C", "H", "H", "C", "O", "Lu", "O", "O", "C"],
  "coordinates": [[0.089, 0.596, -2.449], [0.070, 0.292, 2.783], [-0.175, 0.208, 1.715], [-1.159, 0.314, -2.001], [3.153, -0.835, 1.111], [-1.067, -0.435, -0.856], [0.797, -0.372, 0.824], [0.682, -1.640, 0.571], [-1.845, -1.182, -0.715], [0.289, -0.570, -0.560], [-1.304, 0.541, 1.234], [-3.099, 1.776, 2.200], [0.341, 1.259, -3.405], [0.974, 0.124, -1.556], [2.256, -0.075, 1.105]]
}

---

No. 4
{
  "formula": "C6H3MgO5",
  "method": "the ωB97M-V functional and the def2-TZVPD basis",
  "orbital_gap_ev": 6.3,
  "fmax_ha_per_bohr": 0.064,
  "energy_ev": -21916.1652,
  "total_charge": 3,
  "homo_energy_ha": -0.806,
  "species": ["Mg", "O", "H", "C", "C", "O", "O", "C", "C", "C", "H", "O", "H", "O", "C"],
  "coordinates": [[3.263, 1.981, -0.862], [-1.580, 0.183, -0.789], [-0.258, 0.644, 2.232], [0.434, -1.082, -0.156], [0.476, -2.264, -0.855], [-2.529, 2.227, -1.064], [0.535, -3.257, -1.385], [1.639, -0.370, 0.059], [-0.849, -0.445, 0.266], [-1.925, 1.412, -0.491], [-1.372, -1.310, 0.778], [-1.351, 1.681, 0.853], [2.382, -0.732, 0.783], [1.850, 0.666, -0.608], [-0.715, 0.669, 1.239]]
}

---

No. 5
{
  "formula": "C6H3N",
  "method": "the ωB97M-V functional and the def2-TZVPD basis",
  "orbital_gap_ev": 7.4,
  "fmax_ha_per_bohr": 0.078,
  "energy_ev": -7751.6160,
  "total_charge": 0,
  "homo_energy_ha": -0.346,
  "e_above_lowest_kcal_mol": 94.8,
  "species": ["C", "H", "C", "N", "C", "C", "C", "H", "C", "H"],
  "coordinates": [[-2.259, -1.065, -0.007], [0.338, 0.921, 0.510], [-3.547, -1.297, 0.082], [-2.069, 1.158, 0.092], [0.036, -0.021, -0.028], [-3.121, 1.710, 0.027], [-1.412, -0.038, -0.068], [0.633, -0.769, 0.373], [-4.311, -0.307, -0.107], [0.497, 0.318, -0.938]]
}

---

No. 6
{
  "formula": "C6H3NO3PtS",
  "method": "the ωB97M-V functional and the def2-TZVPD basis",
  "orbital_gap_ev": [7.6, 4.6],
  "fmax_ha_per_bohr": 0.200,
  "energy_ev": -27962.9050,
  "total_charge": 2,
  "homo_energy_ha": [-0.647, -0.646],
  "spin_multiplicity": 3,
  "s2": 2.008,
  "species": ["C", "O", "O", "C", "C", "C", "C", "H", "H", "H", "C", "O", "Pt", "N", "S"],
  "coordinates": [[-0.360, -1.221, -1.854], [3.570, -3.033, -2.372], [2.599, 1.696, -0.923], [-0.866, 0.012, 1.883], [-1.820, 0.878, 2.419], [1.981, 0.708, -0.801], [2.810, -2.391, -1.860], [-2.196, 0.780, 3.420], [-1.067, 1.807, -0.897], [-0.358, -0.859, 2.332], [-1.207, 1.411, 0.118], [-1.207, -1.439, -2.636], [0.970, -0.810, -0.668], [-0.545, 0.348, 0.576], [-2.303, 2.113, 1.262]]
}

---

No. 7
{
  "formula": "C6H3O3",
  "method": "the ωB97M-V functional and the def2-TZVPD basis",
  "smiles": "O=C(C#C[O-])CC#CO",
  "orbital_gap_ev": 7.4,
  "fmax_ha_per_bohr": 0.075,
  "energy_ev": -12410.2031,
  "total_charge": -1,
  "homo_energy_ha": -0.133,
  "e_above_lowest_kcal_mol": 43.5,
  "species": ["C", "H", "H", "O", "O", "C", "C", "C", "O", "C", "C", "H"],
  "coordinates": [[1.035, -0.235, 1.052], [1.569, 1.694, 0.942], [-2.274, -0.337, -1.557], [-2.109, 0.562, -1.276], [-1.837, -2.362, -0.279], [-0.134, -1.010, 0.784], [1.294, 1.005, 0.164], [-0.946, -1.767, 0.296], [1.960, -0.423, 1.834], [-0.896, 0.770, -0.875], [0.190, 1.256, -0.674], [2.148, 0.846, -0.411]]
}

---

No. 8
{
  "formula": "C6H3P",
  "method": "the ωB97M-V functional and the def2-TZVPD basis",
  "orbital_gap_ev": [6.0, 2.9],
  "fmax_ha_per_bohr": 0.100,
  "energy_ev": -15545.9275,
  "total_charge": 0,
  "homo_energy_ha": [-0.301, -0.292],
  "e_above_lowest_kcal_mol": 72.7,
  "species": ["P", "H", "C", "C", "C", "H", "C", "H", "C", "C"],
  "coordinates": [[1.201, 0.444, -1.921], [-0.075, 3.438, 0.278], [-2.573, -1.640, -0.837], [1.932, -0.603, -0.733], [2.449, -1.502, -0.120], [2.939, -2.145, 0.608], [0.318, 2.746, -0.320], [-3.063, -2.220, -0.159], [-1.656, -1.059, -1.276], [0.760, 1.793, -0.857]]
}